[1]
A structure of composition C44H38BaBr2ClF6IN6O3S2. Source: the Open Molecules 2025 dataset; level of theory: ωB97M-V/def2-TZVPD.

Atoms and positions in Å:
Ba 0.191 -0.227 0.439
Cl -4.976 -2.855 5.702
C -3.781 -2.728 4.421
C -3.095 -3.843 4.033
C -2.139 -3.779 3.015
I -1.139 -5.511 2.443
C -1.802 -2.594 2.333
O -0.936 -2.521 1.422
C -2.572 -1.414 2.763
N -2.311 -0.256 2.113
C -2.946 0.839 2.448
C -3.911 0.872 3.468
C -4.207 -0.283 4.134
C -3.542 -1.480 3.793
H -3.294 -4.789 4.519
H -2.677 1.732 1.893
H -4.400 1.805 3.721
H -4.942 -0.296 4.928
S 2.445 -2.066 -3.572
C 0.962 -2.954 -3.454
C 0.195 -3.568 -4.441
C -0.963 -4.220 -4.059
C -1.349 -4.281 -2.713
C -0.602 -3.660 -1.733
C 0.550 -2.971 -2.115
N 1.368 -2.283 -1.241
C 2.402 -1.783 -1.833
C 3.454 -1.018 -1.128
C 4.733 -0.954 -1.695
C 5.758 -0.330 -1.003
C 5.479 0.222 0.246
C 4.187 0.179 0.757
C 3.097 -0.434 0.109
H 0.484 -3.520 -5.484
H -1.586 -4.683 -4.816
H -2.257 -4.806 -2.444
H -0.879 -3.671 -0.684
H 4.942 -1.411 -2.659
H 6.757 -0.285 -1.423
H 6.274 0.705 0.809
H 4.017 0.670 1.713
Br 0.665 0.825 -5.355
C -0.836 -0.044 -4.584
C -1.809 -0.543 -5.448
C -2.918 -1.179 -4.968
Br -4.193 -1.870 -6.208
C -3.100 -1.351 -3.575
C -4.190 -2.026 -2.984
C -4.260 -2.143 -1.626
C -3.246 -1.570 -0.838
N -2.222 -0.936 -1.354
C -2.117 -0.830 -2.700
C -0.903 -0.148 -3.178
O -0.049 0.291 -2.365
H -1.673 -0.424 -6.515
H -4.955 -2.452 -3.621
H -5.077 -2.667 -1.146
H -3.277 -1.643 0.241
C 2.640 1.151 4.243
C 1.130 0.943 3.999
O 0.799 0.962 2.705
C 0.747 -0.422 4.643
F 1.214 -1.431 3.898
F -0.582 -0.594 4.761
F 1.262 -0.600 5.891
C 0.379 2.068 4.764
F 0.851 3.282 4.390
F 0.526 2.018 6.115
F -0.940 2.089 4.527
H 3.164 0.279 3.853
H 2.902 1.291 5.293
H 2.943 2.021 3.663
C -2.529 4.242 -3.208
C -2.138 2.780 -3.113
N -2.126 2.434 -1.706
C -1.403 3.190 -0.809
N -0.996 2.622 0.273
C -0.491 3.506 1.314
C 0.409 4.575 0.725
C -0.354 5.369 -0.317
N -1.250 4.527 -1.110
C -1.515 5.063 -2.436
H -3.527 4.374 -2.785
H -2.546 4.576 -4.248
H -1.165 2.610 -3.590
H -2.864 2.140 -3.616
H -2.043 1.451 -1.484
H 0.042 2.892 2.035
H -1.335 3.983 1.837
H 1.269 4.097 0.253
H 0.791 5.249 1.495
H 0.349 5.855 -1.002
H -0.952 6.158 0.157
H -0.573 5.108 -3.003
H -1.861 6.096 -2.318
C 1.746 3.020 -2.658
S 2.968 4.152 -1.980
C 3.688 3.034 -0.766
H 2.216 2.109 -3.025
H 1.257 3.514 -3.498
H 0.988 2.727 -1.929
H 2.953 2.701 -0.031
H 4.491 3.557 -0.247
H 4.101 2.151 -1.251

Force components x, y, z for each atom (eV/Å):
Ba -0.1 0.1 0.4
Cl 0.0 0.0 0.0
C 0.0 0.0 0.0
C 0.0 0.0 0.0
C -0.1 0.1 0.1
I 0.0 -0.1 0.0
C -0.1 0.0 0.1
O 0.0 0.2 -0.1
C -0.1 0.0 0.0
N 0.1 -0.2 -0.1
C 0.0 0.0 0.0
C 0.0 0.0 0.0
C 0.0 0.0 0.0
C 0.0 -0.1 0.1
H 0.0 0.0 0.0
H 0.0 0.0 0.0
H 0.0 0.0 0.0
H 0.0 0.0 0.0
S 0.0 0.0 0.0
C -0.1 0.0 0.0
C 0.0 0.0 0.0
C 0.0 0.0 0.0
C 0.0 0.0 0.0
C 0.0 0.0 0.0
C 0.0 0.0 0.0
N 0.1 -0.1 0.0
C 0.0 0.1 0.0
C -0.1 0.0 0.0
C 0.0 0.0 0.0
C 0.0 0.0 0.0
C 0.0 0.0 0.0
C 0.0 0.0 0.0
C 0.2 0.0 -0.2
H 0.0 0.0 0.0
H 0.0 0.0 0.0
H 0.0 0.0 0.0
H 0.0 0.0 0.0
H 0.0 0.0 0.0
H 0.0 0.0 0.0
H 0.0 0.0 0.0
H 0.0 0.0 0.0
Br 0.0 0.0 0.0
C 0.0 0.0 0.1
C 0.0 0.0 -0.1
C 0.0 0.0 0.0
Br 0.0 0.0 0.0
C 0.0 0.0 0.0
C 0.0 0.0 0.0
C 0.0 0.0 0.0
C 0.0 0.0 0.0
N 0.0 0.1 0.0
C 0.0 0.0 0.0
C 0.0 -0.1 -0.1
O 0.0 0.1 -0.1
H 0.0 0.0 0.0
H 0.0 0.0 0.0
H 0.0 0.0 0.0
H 0.0 0.0 0.0
C 0.0 0.0 0.0
C 0.1 0.0 -0.1
O -0.1 0.0 0.0
C 0.0 0.0 0.0
F 0.0 0.0 0.0
F 0.0 0.0 0.0
F 0.0 0.0 0.0
C 0.0 0.0 0.0
F 0.0 0.0 0.0
F 0.0 0.0 0.0
F 0.0 0.0 0.0
H 0.0 0.0 0.0
H 0.0 0.0 0.0
H 0.0 0.0 0.0
C 0.0 0.0 0.0
C 0.0 0.0 0.0
N 0.0 0.0 0.0
C 0.0 0.0 0.0
N -0.1 0.0 0.0
C 0.0 0.0 0.0
C 0.0 0.0 0.0
C 0.0 0.0 0.0
N 0.0 0.0 0.0
C 0.0 0.0 0.0
H 0.0 0.0 0.0
H 0.0 0.0 0.0
H 0.0 0.0 0.0
H 0.0 0.0 0.0
H 0.0 0.0 0.0
H 0.0 0.0 0.0
H 0.0 0.0 0.0
H 0.0 0.0 0.0
H 0.0 0.0 0.0
H 0.0 0.0 0.0
H 0.0 0.0 0.0
H 0.0 0.0 0.0
H 0.0 0.0 0.0
C -0.1 -0.1 -0.1
S 0.0 0.0 0.0
C 0.1 -0.1 0.0
H 0.0 0.0 0.0
H 0.0 0.0 0.0
H 0.1 0.1 0.0
H 0.0 0.0 0.0
H 0.0 0.0 0.0
H 0.0 0.0 0.0

Output
HOMO level ... -2.442 eV
ΔE to the lowest compared entry with this formula, charge and spin ... 0.00 kJ/mol
Charge ... -2

=====

[2]
A cluster of 2 separate species, C4H11N2S in total in a non-equilibrium geometry. Source: the Open Molecules 2025 dataset; level of theory: ωB97M-V/def2-TZVPD.

Atoms and positions in Å:
C -1.204 0.870 1.586
C -0.678 1.663 -1.364
C 2.192 -1.901 0.582
C 0.235 -0.202 -0.163
N -1.615 -0.492 -1.468
N -0.724 0.252 -1.023
S 0.486 -1.926 -0.062
H -2.052 0.184 1.570
H -0.629 0.662 2.513
H -1.054 1.853 1.061
H 0.099 2.082 -0.774
H -1.597 2.124 -1.239
H -0.403 1.706 -2.373
H 2.901 -1.422 -0.133
H 2.422 -2.947 0.952
H 2.041 -1.370 1.477
H 1.138 0.318 0.056
H -1.558 -1.455 -1.199

Force components x, y, z for each atom (eV/Å):
C 0.4 0.4 2.0
C 0.9 -0.9 0.0
C -0.1 -1.3 -0.3
C 0.5 -2.8 -1.8
N -2.9 0.2 -2.0
N 2.8 -0.1 2.1
S -0.1 1.2 -0.1
H -0.1 0.7 -0.7
H -0.1 0.6 -0.8
H -0.6 -1.4 0.8
H 0.4 0.7 0.4
H -1.8 0.8 0.5
H 0.4 0.2 -1.6
H -0.5 -0.7 0.7
H 0.0 1.1 -1.0
H 0.5 1.0 1.2
H 0.0 1.1 0.3
H 0.4 -0.7 0.5

Output
⟨S²⟩ ... 2.0250
HOMO level (spin up / spin down) ... -12.111 / -15.069 eV
Spin multiplicity ... 3
ΔE to the lowest compared entry with this formula, charge and spin ... 251.39 kJ/mol
Charge ... +1

=====

[3]
A structure of composition C4H8O2. Source: the Open Molecules 2025 dataset; level of theory: ωB97M-V/def2-TZVPD.

Atoms and positions in Å:
C 0.042 1.261 0.145
C 0.046 0.466 1.318
O 0.137 -0.917 1.140
C -0.598 -1.333 0.009
C -0.106 -0.592 -1.224
O -0.273 0.825 -1.068
H -0.069 2.334 0.264
H 1.783 1.346 -0.179
H 1.259 0.970 0.815
H -0.424 0.824 2.230
H -1.672 -1.145 0.156
H -0.434 -2.408 -0.112
H -0.659 -0.862 -2.126
H 0.968 -0.769 -1.367

Force components x, y, z for each atom (eV/Å):
C -0.1 0.1 0.2
C -0.3 0.0 0.0
O 0.0 0.1 0.1
C -0.1 -0.1 -0.3
C 0.0 -0.2 0.0
O 0.0 0.1 0.0
H 0.0 -0.2 0.0
H -0.1 -0.1 0.1
H 0.3 0.2 -0.2
H 0.1 0.0 -0.1
H 0.1 0.0 0.0
H 0.0 0.1 0.0
H 0.1 0.0 0.1
H -0.1 0.0 0.0

Output
HOMO level ... -7.276 eV
ΔE to the lowest compared entry with this formula, charge and spin ... 635.94 kJ/mol

=====

Number 1: molecular weight 1336.4 g mol⁻¹, DFT total energy -260714.2810 eV. Number 2: molecular weight 119.2 g mol⁻¹, DFT total energy -18129.3060 eV. Number 3: molecular weight 88.1 g mol⁻¹, DFT total energy -8366.6907 eV.